Density functional theory data (wB97M-V/def2-TZVPD) for 5 unconnected molecules or ions with the total composition C21H52BFN2O7 in a non-equilibrium geometry.

XYZ file:
```
84
Properties=species:S:1:pos:R:3:forces:R:3:lowdin_charge:R:1
C 3.391005 -6.100349 -2.500465 -0.0294 0.1138 -0.1945 0.0102
C 3.012339 -7.355798 -3.271853 0.1800 -0.3185 -0.0878 -0.3626
F 2.607605 -7.001675 -4.557073 0.1128 0.0126 0.4010 0.0185
O 1.939233 -7.985756 -2.605981 -0.2733 0.6168 -0.1385 0.0275
C 1.028121 -8.685434 -3.383023 0.5312 -1.0587 -0.4798 -0.5238
O 1.362231 -9.543543 -4.175660 -0.3472 0.9061 0.7949 0.1107
N -0.245005 -8.290042 -3.091966 -0.0070 0.0788 -0.6588 0.2429
B -0.513169 -6.927933 -2.565096 -0.3919 0.0516 0.5876 -0.6452
O -0.254451 -6.680775 -1.220251 0.1977 -0.0068 -0.3030 0.1430
N -1.119428 -5.944407 -3.383406 1.1266 -0.0712 -0.2926 -0.0678
C -0.879114 -4.538926 -3.022279 -0.2102 0.3134 0.0745 -0.0545
C -1.163352 -6.163979 -4.831228 -0.2917 0.0397 -0.1829 -0.0679
H 2.962572 -5.228061 -3.014319 0.0466 -0.2493 0.1844 0.0913
H 4.477646 -5.978437 -2.472720 -0.1988 0.0060 0.0392 0.0836
H 2.998415 -6.144012 -1.480897 0.1738 -0.0623 -0.1383 0.0844
H 3.847881 -8.058696 -3.382712 -0.2582 0.0850 -0.1348 0.1584
H -0.858987 -8.647301 -3.813330 -0.0310 -0.1262 0.1956 0.1346
H 0.554267 -6.194632 -1.042146 -0.1053 0.0154 0.0799 0.0840
H -1.755033 -4.076349 -2.548924 0.1984 -0.1157 -0.0490 0.0926
H -0.018654 -4.418235 -2.349392 -0.3412 -0.0269 -0.1311 0.0774
H -0.651372 -3.962793 -3.927349 -0.0573 -0.1277 0.1848 0.0881
H -0.162861 -6.164126 -5.291400 -0.1721 0.0074 0.1301 0.0959
H -1.649049 -7.116520 -5.068019 0.0758 0.1922 0.0215 0.0824
H -1.754202 -5.372356 -5.308728 0.0730 -0.2064 0.1233 0.0893
C -1.527236 0.378618 -1.640790 0.0559 0.0233 -0.0410 -0.0698
C -0.796440 -0.770102 -0.970184 -0.0696 -0.0128 0.1068 -0.2750
O 0.120955 -1.443053 -1.817963 -0.1022 -0.0981 -0.0811 -0.1722
C 1.173295 -0.636463 -2.316713 0.0705 0.0485 0.0252 -0.2777
C 2.009085 -0.022978 -1.210947 0.0730 0.0490 0.0583 -0.0761
H -1.994475 0.046658 -2.569246 -0.0324 -0.0122 0.0152 0.0868
H -2.299964 0.773024 -0.979528 -0.0120 0.0093 -0.0091 0.0740
H -0.849984 1.200491 -1.881770 -0.0083 -0.0009 0.0280 0.0604
H -1.508612 -1.536092 -0.660839 -0.0005 -0.0197 -0.0294 0.1182
H -0.290255 -0.419736 -0.061909 -0.0180 -0.0243 -0.0235 0.0973
H 0.785091 0.143522 -2.983090 -0.0220 -0.0276 0.0139 0.1084
H 1.780349 -1.304880 -2.928507 -0.0024 -0.0199 0.0166 0.1162
H 1.442780 0.717984 -0.644356 0.0526 0.0304 -0.0196 0.0620
H 2.886786 0.476515 -1.623063 0.0023 -0.0134 -0.0387 0.0791
H 2.337431 -0.790039 -0.509081 0.0248 0.0232 0.0106 0.0780
C -5.170932 5.039636 -0.268997 0.0571 0.0029 -0.0491 -0.0799
C -4.436116 3.878283 0.379059 -0.0571 -0.0060 0.0606 -0.2808
O -3.532436 3.213853 -0.485526 0.0421 -0.0078 -0.0205 -0.1690
C -2.474029 4.010850 -0.990626 0.1450 0.0188 0.0057 -0.2772
C -1.562034 4.585982 0.082473 -0.1330 0.0063 0.0459 -0.0734
H -5.643480 4.718757 -1.198149 -0.0251 -0.0023 0.0094 0.0817
H -5.943470 5.411393 0.404932 -0.0112 -0.0107 0.0055 0.0759
H -4.503910 5.872058 -0.497113 -0.0020 0.0084 0.0221 0.0656
H -5.149715 3.110370 0.678100 -0.0014 -0.0061 -0.0044 0.1183
H -3.924419 4.211610 1.289542 0.0099 0.0091 -0.0138 0.1068
H -2.863919 4.815359 -1.624383 -0.0293 0.0022 0.0073 0.1092
H -1.906841 3.343459 -1.638963 -0.0217 -0.0193 -0.0054 0.0995
H -2.075146 5.338995 0.682558 0.0436 0.0335 0.0122 0.0594
H -0.697846 5.067184 -0.376820 0.0006 -0.0123 -0.0135 0.0797
H -1.205413 3.808146 0.759151 0.0111 -0.0162 -0.0362 0.0818
C -0.251626 8.121579 2.823651 0.0661 -0.0249 -0.0145 -0.0774
C -0.546584 6.777930 3.468474 -0.0607 0.0231 -0.0032 -0.2837
O 0.305054 5.732815 3.034626 0.0045 -0.0533 -0.0113 -0.1727
C 1.683547 5.908470 3.312216 0.0611 0.0051 0.0174 -0.2805
C 2.006803 6.026768 4.793103 -0.0558 0.0349 -0.0197 -0.0785
H -0.229334 8.024104 1.737313 -0.0248 0.0085 -0.0045 0.0799
H -1.025980 8.840218 3.093687 -0.0151 -0.0010 -0.0030 0.0770
H 0.705800 8.531989 3.147241 -0.0108 0.0074 0.0186 0.0670
H -1.549684 6.449202 3.194688 -0.0019 -0.0082 -0.0021 0.1118
H -0.526563 6.865352 4.560892 0.0181 0.0055 -0.0062 0.1083
H 2.078694 6.776269 2.771959 -0.0136 0.0108 -0.0090 0.1080
H 2.166987 5.025820 2.891143 -0.0162 0.0017 0.0257 0.1155
H 1.626479 6.954632 5.222390 0.0254 0.0155 -0.0129 0.0668
H 3.087526 6.015348 4.938513 0.0038 -0.0111 -0.0084 0.0773
H 1.571904 5.196797 5.349228 0.0068 -0.0612 0.0079 0.0778
C 0.314621 -2.101281 3.096757 -0.0154 0.0671 -0.0177 -0.0729
C 1.780306 -1.705039 3.037251 -0.0181 -0.0785 0.0172 -0.2760
O 2.026207 -0.529141 2.287013 0.0515 -0.0372 -0.0849 -0.1746
C 1.401043 0.646250 2.765097 -0.0551 0.0700 -0.0399 -0.2879
C 1.837215 1.051104 4.160455 0.0588 -0.0947 0.0402 -0.0748
H -0.105738 -2.150747 2.091004 0.0037 -0.0292 -0.0045 0.0729
H 0.213563 -3.080995 3.564709 0.0068 -0.0112 -0.0072 0.0779
H -0.279145 -1.395073 3.678793 0.0059 -0.0146 0.0207 0.0685
H 2.352144 -2.482341 2.529849 0.0060 0.0035 -0.0057 0.1177
H 2.193726 -1.612131 4.048334 -0.0176 0.0149 -0.0029 0.1079
H 0.309968 0.548609 2.722404 -0.0101 -0.0060 0.0064 0.1082
H 1.678411 1.421709 2.049490 0.0102 -0.0068 0.0036 0.1145
H 1.490716 0.348598 4.920049 -0.0149 0.0155 -0.0085 0.0688
H 1.422587 2.027603 4.401559 -0.0254 0.1047 0.0298 0.0697
H 2.925614 1.106313 4.219073 -0.0150 0.0255 -0.0054 0.0842
```
Forces are in eV/Å.

Its SMILES is C[C@H](F)OC(=O)NB(O)N(C)C.CCOCC.CCOCC.CCOCC.CCOCC. As for the LUMO energy: 0.54 eV. The value obtained for the HOMO energy is -9.2 eV.